This record from OMol25 describes an isolated molecule of C4H2O4 at a distorted geometry. The level of theory is ωB97M-V with the def2-TZVPD basis set.

Each line ends with the Löwdin charge.
CARTESIAN COORDINATES (ANGSTROEM)
O  -1.450  -1.758  -1.137  0.164
C  -0.793  -0.811  -0.775  -0.401
O  -1.389  0.318  -0.424  0.131
C  -0.739  0.976  0.665  -0.310
O  -1.195  1.593  1.550  0.202
C  0.767  0.409  0.515  -0.071
O  1.218  0.768  -0.892  0.038
C  0.729  -0.543  -0.571  -0.173
H  1.434  0.514  1.595  0.232
H  1.417  -1.466  -0.526  0.188

Its total energy is -454.50000 a.u. As for the spin multiplicity: 1. The lowest unoccupied orbital energy is 0.332 eV. As for the SMILES: O=C1OC(=O)[C@@H]2O[C@H]12.

This record from OMol25 describes the ion C4H2O4P2 with charge -2 at a distorted geometry. The level of theory is ωB97M-V with the def2-TZVPD basis set.

Each line ends with the Löwdin charge.
CARTESIAN COORDINATES (ANGSTROEM)
O  2.594  0.527  -0.092  -0.071
C  1.418  0.248  0.167  -0.457
C  0.348  1.194  0.486  -0.474
O  0.522  2.218  1.237  -0.116
C  -0.903  1.043  -0.269  -0.636
O  -1.673  2.005  -0.535  -0.183
P  -1.385  -0.599  -1.231  0.605
P  -0.580  -1.826  0.402  0.577
C  1.100  -1.231  -0.129  -0.736
O  1.901  -2.018  -0.627  -0.144
H  -2.664  -0.672  -0.734  -0.196
H  -0.679  -0.888  1.326  -0.171

The charge is -2. Its total energy is -1137.19764 a.u. As for the spin multiplicity: 1. The lowest unoccupied orbital energy (alpha / beta) is 6.964 / 6.967 eV. As for the SMILES: O=C1C(=O)C([O-])=[PH]=[PH]=C1[O-].

This record from OMol25 describes a structure of composition C4H2O6Yb at a distorted geometry. The level of theory is ωB97M-V with the def2-TZVPD basis set.

Each line ends with the Löwdin charge.
CARTESIAN COORDINATES (ANGSTROEM)
O  -1.323  1.809  -2.263  0.034
C  -0.514  1.678  -1.357  -0.669
O  0.325  2.480  -0.958  0.000
O  -0.624  0.394  -0.638  0.242
Yb  -0.446  4.188  -2.848  1.866
H  0.741  0.983  0.759  0.198
O  0.988  -1.557  1.784  0.170
O  -0.369  -2.211  0.437  0.176
O  1.582  -3.459  0.602  0.274
C  0.038  0.215  0.399  0.177
C  -0.208  -1.038  1.196  -0.195
C  0.825  -2.636  0.965  -0.484
H  -1.017  -0.845  1.921  0.211

The charge is +2. Its total energy is -1763.07062 a.u. As for the spin multiplicity: 1. The lowest unoccupied orbital energy is -9.888 eV.

This record from OMol25 describes an isolated molecule of C4H2S at a distorted geometry. The level of theory is ωB97M-V with the def2-TZVPD basis set.

Each line ends with the Löwdin charge.
CARTESIAN COORDINATES (ANGSTROEM)
C  -1.266  1.946  -0.584  0.165
C  -0.879  0.909  -0.042  -0.201
C  -0.212  -0.077  0.475  -0.141
C  0.318  -1.268  0.591  -0.440
S  1.593  -2.420  0.791  0.760
H  -1.780  2.659  -1.109  0.005
H  2.225  -1.748  -0.123  -0.148

Its total energy is -551.63368 a.u. As for the spin multiplicity: 1. The lowest unoccupied orbital energy is 0.055 eV. As for the SMILES: C#CC#CS.

This record from OMol25 describes a cluster of 10 separate species, C4H30NO9S2 in total at a distorted geometry. The level of theory is ωB97M-V with the def2-TZVPD basis set.

Each line ends with the Löwdin spin population.
CARTESIAN COORDINATES (ANGSTROEM)
N  -1.600  0.363  -0.899  0.002
C  -2.686  0.374  -2.035  0.008
C  -2.385  -0.862  -2.911  0.061
S  -1.923  -0.579  -4.623  0.332
S  0.061  -0.846  -4.804  0.475
C  0.858  0.389  -3.802  0.070
C  2.214  -0.202  -3.369  0.006
H  -0.666  0.071  -1.221  0.000
H  -1.462  1.327  -0.552  0.000
H  -1.900  -0.288  -0.152  0.000
H  -2.435  1.287  -2.564  0.003
H  -3.682  0.146  -1.674  0.000
H  -3.326  -1.309  -3.258  0.008
H  -1.800  -1.634  -2.452  0.002
H  0.859  1.335  -4.374  0.021
H  0.430  0.630  -2.820  0.007
H  3.138  0.290  -3.767  0.000
H  2.162  -1.300  -3.336  0.004
H  2.632  0.232  -2.458  0.001
H  2.624  2.549  3.132  0.000
H  1.017  2.397  3.280  0.000
O  1.798  2.242  2.743  0.000
H  -2.670  0.349  3.132  0.000
H  -1.878  0.992  4.281  0.000
O  -2.363  1.196  3.470  0.000
H  -0.419  2.993  1.847  0.000
H  -1.409  1.815  2.010  0.000
O  -0.832  2.272  1.363  0.000
H  2.034  2.103  0.898  0.000
H  3.408  1.946  -0.019  0.000
O  2.454  1.868  0.059  0.000
H  0.656  -0.214  4.222  0.000
H  -0.134  0.546  3.107  0.000
O  -0.082  0.384  4.054  0.000
H  0.550  -1.056  1.631  0.000
H  0.905  0.297  1.705  0.000
O  0.134  -0.212  1.366  0.000
H  -0.934  -2.132  3.189  0.000
H  -0.549  -3.635  3.192  0.000
O  -0.192  -2.742  3.227  0.000
H  3.446  -1.692  -0.362  0.000
H  2.561  -0.369  -0.217  0.000
O  2.571  -1.298  -0.472  0.000
H  0.297  -2.923  0.126  0.000
H  -0.850  -4.010  0.147  0.000
O  -0.634  -3.094  -0.039  0.000

Its expectation value of S² is 0.7550. The charge is +2. Its total energy is -1698.00866 a.u. As for the spin multiplicity: 2. The lowest unoccupied orbital energy (alpha / beta) is -6.663 / -10.674 eV.

This record from OMol25 describes a structure of composition C4H30O23S3Tl2 at a distorted geometry. The level of theory is ωB97M-V with the def2-TZVPD basis set.

Each line ends with the Löwdin charge.
CARTESIAN COORDINATES (ANGSTROEM)
Tl  2.057  -0.627  0.151  1.191
Tl  0.083  -2.474  -3.770  1.103
S  0.690  2.424  -5.179  0.535
O  0.842  1.034  -4.799  -0.081
O  1.788  3.240  -4.878  -0.161
O  0.786  1.346  -6.261  -0.042
O  -0.593  3.025  -5.574  -0.234
S  3.473  -2.325  -2.307  0.487
O  2.040  -1.934  -2.045  -0.625
O  3.873  -3.575  -1.770  -0.293
O  3.930  -1.605  -3.416  -0.253
O  4.301  -1.420  -0.679  -0.498
S  -0.856  -0.120  0.187  0.322
O  -1.147  1.270  0.309  -0.298
O  -2.128  -0.898  0.240  -0.344
O  0.052  -0.507  -0.982  -0.444
O  0.021  -0.633  1.331  -0.416
O  -2.422  -1.045  -2.927  -0.153
H  -2.827  -0.198  -3.141  0.019
H  -2.417  -1.197  -1.964  -0.005
O  2.828  1.431  0.529  -0.085
H  2.213  2.087  1.011  0.049
H  3.442  1.180  1.247  0.058
O  -1.613  -0.281  3.513  -0.072
H  -2.283  -0.055  2.815  0.055
H  -1.111  -0.974  3.084  0.006
O  2.067  -2.987  0.522  -0.054
H  1.301  -3.234  -0.005  0.023
H  2.761  -3.413  0.030  0.027
O  1.048  3.308  1.137  -0.069
H  0.529  3.398  1.991  0.061
H  0.265  3.189  0.562  0.056
O  3.848  -1.133  2.025  -0.088
H  4.471  -1.251  1.244  0.042
H  3.726  -2.034  2.313  0.046
O  -0.113  -4.194  -1.258  -0.147
H  0.257  -5.049  -0.923  0.092
H  -0.965  -3.937  -0.811  0.038
C  -1.614  3.454  4.376  -0.112
O  -0.531  2.853  3.638  -0.164
H  -1.820  4.453  3.995  0.077
H  -2.500  2.802  4.175  0.092
H  -1.376  3.387  5.450  0.083
H  -0.901  2.019  3.309  0.052
C  -3.506  -3.772  -1.086  -0.120
O  -2.672  -4.171  0.009  -0.116
H  -3.336  -4.416  -1.970  0.098
H  -4.579  -3.837  -0.806  0.095
H  -3.379  -2.762  -1.388  0.032
H  -2.637  -3.459  0.631  0.063
C  2.360  1.665  4.541  -0.097
O  2.187  1.510  3.114  -0.167
H  3.045  2.475  4.685  0.076
H  1.395  1.834  5.066  0.080
H  2.766  0.695  4.880  0.085
H  1.558  0.773  2.990  0.070
C  -3.189  2.512  -2.478  -0.108
O  -3.223  1.833  -3.765  -0.150
H  -2.365  2.141  -1.811  0.072
H  -3.052  3.602  -2.616  0.086
H  -4.167  2.306  -2.060  0.078
H  -2.680  2.267  -4.431  0.048

Its total energy is -3440.15208 a.u. As for the spin multiplicity: 1. The lowest unoccupied orbital energy is -1.668 eV.